1.
DFT (wB97M-V/def2-TZVPD) results for C6H8 in the gas phase.

Results
- LUMO energy (eV) = 1.25
- gap between HOMO and LUMO (eV) = 10.250
- SMILES = C1=C[C@H]2C[C@H]2C1
- ΔE to the lowest compared entry with this formula, charge and spin (kcal/mol) = 18.44

Atoms and positions in Å:
C (-0.835, 0.292, -1.265)
C (-0.128, 1.238, -0.648)
C (0.800, 0.646, 0.372)
C (0.059, 0.193, 1.596)
C (0.362, -0.794, 0.484)
C (-0.384, -1.078, -0.812)
H (-1.598, 0.453, -2.023)
H (-0.237, 2.309, -0.793)
H (1.857, 0.887, 0.341)
H (-0.906, 0.653, 1.793)
H (0.647, 0.006, 2.493)
H (1.086, -1.544, 0.787)
H (-1.142, -1.866, -0.826)
H (0.418, -1.395, -1.499)

2.
DFT (wB97M-V/def2-TZVPD) results for a molecular structure, C43H53NO4SSi2V.

Results
- net charge = +1
- LUMO energy (eV) = -3.73
- gap between HOMO and LUMO (eV) = 7.068

Atoms and positions in Å:
V (-0.213, -0.068, -0.119)
S (-0.211, -0.522, 2.250)
C (-1.352, -1.673, 1.667)
C (-2.241, -2.460, 2.396)
C (-3.023, -3.362, 1.706)
C (-2.946, -3.454, 0.314)
C (-2.085, -2.617, -0.350)
N (-1.302, -1.760, 0.324)
H (-2.286, -2.367, 3.471)
H (-3.706, -4.003, 2.250)
H (-3.556, -4.154, -0.238)
H (-2.007, -2.594, -1.428)
C (-1.611, 6.712, 0.603)
C (-0.366, 6.263, 1.020)
C (-0.020, 4.933, 0.847)
C (-0.921, 4.035, 0.276)
C (-2.167, 4.497, -0.150)
C (-2.506, 5.829, 0.011)
C (-0.509, 2.632, 0.116)
C (-1.275, 1.551, -0.052)
C (-2.715, 1.278, 0.052)
C (-3.417, 1.654, 1.202)
C (-4.753, 1.324, 1.340)
C (-5.403, 0.604, 0.343)
C (-4.710, 0.213, -0.793)
C (-3.371, 0.542, -0.936)
H (-1.881, 7.752, 0.729)
H (0.336, 6.949, 1.473)
H (0.955, 4.579, 1.165)
H (-2.866, 3.816, -0.618)
H (-3.471, 6.182, -0.328)
H (0.575, 2.491, 0.134)
H (-2.902, 2.204, 1.979)
H (-5.291, 1.625, 2.229)
H (-6.449, 0.349, 0.456)
H (-5.212, -0.347, -1.571)
H (-2.829, 0.234, -1.824)
C (-1.130, 1.880, -5.923)
C (-0.876, 2.353, -4.500)
C (-0.240, 3.733, -4.481)
C (-2.164, 2.343, -3.691)
O (0.081, 1.481, -3.862)
Si (0.197, -0.082, -3.491)
O (0.182, -0.145, -1.812)
O (-1.084, -0.961, -3.956)
C (-1.194, -2.257, -4.596)
C (-2.671, -2.607, -4.537)
C (-0.356, -3.290, -3.849)
C (-0.725, -2.142, -6.039)
O (1.600, -0.734, -3.938)
C (2.822, -0.275, -4.559)
C (3.642, -1.533, -4.789)
C (3.524, 0.668, -3.592)
C (2.521, 0.433, -5.871)
H (-1.846, 2.542, -6.411)
H (-1.543, 0.871, -5.919)
H (-0.209, 1.883, -6.507)
H (-0.891, 4.458, -4.969)
H (0.716, 3.716, -5.005)
H (-0.067, 4.054, -3.453)
H (-2.859, 3.092, -4.072)
H (-1.945, 2.572, -2.647)
H (-2.646, 1.365, -3.749)
H (-3.009, -2.678, -3.501)
H (-2.858, -3.563, -5.028)
H (-3.260, -1.837, -5.037)
H (-0.662, -3.356, -2.802)
H (0.701, -3.030, -3.882)
H (-0.488, -4.274, -4.301)
H (-1.307, -1.391, -6.573)
H (-0.845, -3.098, -6.551)
H (0.329, -1.867, -6.073)
H (3.789, -2.061, -3.844)
H (4.618, -1.280, -5.205)
H (3.131, -2.199, -5.485)
H (3.762, 0.145, -2.664)
H (2.883, 1.523, -3.367)
H (4.451, 1.038, -4.031)
H (1.933, -0.206, -6.533)
H (3.454, 0.679, -6.379)
H (1.973, 1.357, -5.692)
C (3.885, 1.456, 4.322)
C (3.664, 0.105, 4.080)
C (3.177, -0.308, 2.851)
C (2.911, 0.625, 1.844)
C (3.146, 1.979, 2.099)
C (3.628, 2.394, 3.333)
Si (2.281, 0.131, 0.182)
C (2.941, -1.487, -0.445)
C (4.332, -1.634, -0.458)
C (4.917, -2.794, -0.941)
C (4.119, -3.831, -1.406)
C (2.738, -3.705, -1.389)
C (2.154, -2.539, -0.914)
H (4.265, 1.775, 5.283)
H (3.872, -0.625, 4.851)
H (3.004, -1.363, 2.670)
H (2.969, 2.716, 1.323)
H (3.812, 3.444, 3.519)
H (2.518, 1.280, -0.721)
H (4.969, -0.835, -0.093)
H (5.995, -2.892, -0.952)
H (4.575, -4.739, -1.779)
H (2.115, -4.513, -1.752)
H (1.074, -2.456, -0.928)

What is the LUMO energy in the first record? 1.25 eV